Entry 1:
DFT (ωB97M-V/def2-TZVPD) results for a structure of composition ClH2IN2P2.

Its LUMO energy (alpha / beta) is -0.3 / -0.3 eV. For the strongest force on any atom, the calculation gives 2.1 eV/Å. As for the total energy: -1551.28021 hartree. As for the energy above the lowest of the compared OMol25 structures with the same formula, charge and spin: 0.673 eV. The value obtained for the HOMO energy (alpha / beta) is -8.201 / -8.202 eV.

Structure (XYZ):
```
8
ClH2IN2P2 | the OMol25 dataset | ωB97M-V/def2-TZVPD
N -0.420 0.607 0.198
N -1.459 1.194 -0.348
P 1.103 0.745 -0.290
P 2.037 -0.971 0.912
Cl 0.609 -1.901 1.921
I 2.160 -2.156 -1.203
H -1.687 1.411 -1.306
H -2.344 1.072 0.115
```

***

Entry 2:
DFT (ωB97M-V/def2-TZVPD) results for a cluster of 2 separate species, C4H13NO2 in total.

Its LUMO energy is 0.7 eV. For the strongest force on any atom, the calculation gives 3.8 eV/Å. As for the total energy: -365.36855 hartree. As for the energy above the lowest of the compared OMol25 structures with the same formula, charge and spin: 2.012 eV. Its structure (SMILES) is CCNCCO.O. The value obtained for the HOMO energy is -8.914 eV.

Structure (XYZ):
```
20
C4H13NO2 | the OMol25 dataset | ωB97M-V/def2-TZVPD
C 0.753 -0.897 2.049
C 0.659 -1.965 0.979
N 0.497 -1.201 -0.327
C -0.825 -0.449 -0.309
C -1.117 0.069 -1.675
O -0.834 1.443 -1.964
H 1.708 -0.366 2.072
H -0.180 -0.355 2.129
H 0.780 -1.307 3.041
H 1.674 -2.419 0.875
H -0.137 -2.789 1.011
H 0.522 -1.805 -1.096
H -1.660 -1.034 0.132
H -0.539 0.498 0.404
H -2.195 0.041 -1.813
H -0.652 -0.575 -2.563
H -0.457 1.858 -1.152
O 0.677 2.417 0.943
H 1.580 2.095 0.800
H 0.519 3.144 0.356
```

***

Entry 3:
DFT (ωB97M-V/def2-TZVPD) results for a cluster of 2 separate species, C4H12 in total.

Its LUMO energy (alpha / beta) is -2.9 / -11.4 eV. For the strongest force on any atom, the calculation gives 1.3 eV/Å. As for the expectation value of S²: 0.754. As for the total energy: -159.15415 hartree. As for the multiplicity: 2. As for the energy above the lowest of the compared OMol25 structures with the same formula, charge and spin: 0.427 eV. As for the total charge: +1. The value obtained for the HOMO energy (alpha / beta) is -17.065 / -15.519 eV.

Structure (XYZ):
```
16
C4H12 | the OMol25 dataset | ωB97M-V/def2-TZVPD
C 1.683 -1.087 0.164
C 2.080 0.324 -0.135
H 1.180 -1.062 1.180
H 0.967 -1.439 -0.570
H 2.520 -1.798 0.240
H 2.480 0.844 0.747
H 1.284 0.845 -0.671
H 2.977 0.381 -0.810
C -1.895 0.995 -0.383
C -1.891 -0.285 0.353
H -2.852 1.230 -0.923
H -1.785 1.877 0.237
H -1.163 0.966 -1.217
H -2.137 -1.139 -0.272
H -0.865 -0.314 0.843
H -2.581 -0.340 1.217
```

***

Entry 4:
DFT (ωB97M-V/def2-TZVPD) results for a structure of composition C14H23NO10PS2.

Its LUMO energy is 2.3 eV. For the strongest force on any atom, the calculation gives 1.6 eV/Å. As for the total energy: -2492.14126 hartree. As for the total charge: -1. The value obtained for the HOMO energy is -5.343 eV.

Structure (XYZ):
```
51
C14H23NO10PS2 | the OMol25 dataset | ωB97M-V/def2-TZVPD
C 6.333 -3.486 0.280
C 5.803 -2.421 0.307
S 4.860 -0.935 0.380
O 4.280 -0.956 1.681
O 5.774 0.114 0.094
N 3.870 -1.224 -0.830
S 2.549 -0.285 -0.901
O 2.417 0.171 -2.254
O 2.472 0.785 0.055
P 0.864 -1.594 -0.706
C 1.408 -3.077 -1.680
C 2.374 -4.004 -0.927
C 0.665 -2.144 1.043
C 1.121 -1.115 2.097
H 6.563 -4.500 0.285
H 0.545 -3.601 -2.059
H 1.979 -2.648 -2.490
H 1.846 -4.849 -0.503
H 2.858 -3.482 -0.117
H 3.151 -4.378 -1.576
H -0.399 -2.294 1.168
H 1.127 -3.096 1.276
H 0.430 -1.203 2.927
H 2.085 -1.401 2.482
H 1.073 -0.095 1.766
C -1.138 4.294 1.906
C -0.983 3.023 2.703
C -1.169 1.758 1.912
O -1.608 0.832 2.925
C -2.227 1.558 3.886
O -2.865 1.096 4.775
O -2.026 2.886 3.692
H -1.160 5.159 2.569
H -0.310 4.408 1.207
H -2.073 4.293 1.344
H -0.024 3.023 3.230
H -0.251 1.413 1.443
H -1.951 1.831 1.158
C -4.381 0.508 -4.025
C -3.417 1.165 -3.070
C -3.509 0.686 -1.644
O -3.034 1.829 -0.918
C -3.305 2.927 -1.667
O -3.208 4.044 -1.282
O -3.708 2.568 -2.912
H -4.373 1.021 -4.987
H -4.112 -0.536 -4.183
H -5.402 0.556 -3.644
H -2.394 1.080 -3.447
H -2.883 -0.181 -1.444
H -4.534 0.477 -1.326
```

***

Entry 5:
DFT (ωB97M-V/def2-TZVPD) results for a cluster of 2 separate species, C3H8O2 in total.

Its LUMO energy is 1.0 eV. For the strongest force on any atom, the calculation gives 4.5 eV/Å. As for the total energy: -269.51435 hartree. As for the energy above the lowest of the compared OMol25 structures with the same formula, charge and spin: 2.192 eV. Its structure (SMILES) is C/C=C/O.O. The value obtained for the HOMO energy is -9.048 eV.

Structure (XYZ):
```
13
C3H8O2 | the OMol25 dataset | ωB97M-V/def2-TZVPD
C 1.456 -0.561 -1.329
C 0.274 -1.250 -2.098
C -0.704 -1.702 -1.408
O -1.793 -2.296 -2.066
H 1.705 -1.364 -0.534
H 2.274 -0.294 -2.041
H 1.028 0.391 -0.849
H 0.277 -1.299 -3.164
H -1.099 -1.624 -0.413
H -1.434 -2.847 -2.763
O -0.643 4.230 6.016
H -1.156 3.783 5.267
H -0.185 4.834 5.382
```

***

Entry 6:
DFT (ωB97M-V/def2-TZVPD) results for a structure of composition H22KrO11.

Its LUMO energy is -0.5 eV. For the strongest force on any atom, the calculation gives 1.0 eV/Å. As for the total energy: -3594.44043 hartree. As for the energy above the lowest of the compared OMol25 structures with the same formula, charge and spin: 0.708 eV. The value obtained for the HOMO energy is -10.317 eV.

Structure (XYZ):
```
34
H22KrO11 | the OMol25 dataset | ωB97M-V/def2-TZVPD
Kr -5.232 15.857 -8.260
O -4.520 18.817 -9.630
H -4.888 19.413 -8.979
H -5.236 18.661 -10.246
O -8.360 15.761 -5.563
H -8.253 15.810 -4.613
H -7.814 15.020 -5.827
O -1.857 14.932 -6.862
H -1.046 14.515 -6.569
H -1.611 15.402 -7.659
O -7.802 16.174 -11.690
H -7.049 15.592 -11.581
H -8.473 15.809 -11.114
O -4.378 13.165 -10.671
H -4.322 12.617 -11.453
H -3.498 13.141 -10.297
O -5.271 15.098 -12.334
H -5.294 14.364 -12.948
H -5.116 14.692 -11.481
O -6.292 12.176 -8.591
H -6.043 11.253 -8.538
H -5.744 12.533 -9.289
O -5.438 17.123 -3.946
H -6.294 16.882 -3.591
H -5.140 16.340 -4.409
O -7.760 18.317 -6.534
H -7.669 17.427 -6.191
H -7.172 18.844 -5.993
O -6.271 13.467 -5.996
H -6.230 12.679 -5.453
H -6.223 13.141 -6.895
O -3.983 14.703 -5.105
H -4.721 14.240 -5.502
H -3.252 14.546 -5.702
```

***

What did the fifth record say?
DFT (ωB97M-V/def2-TZVPD) results for a cluster of 2 separate species, C3H8O2 in total.

Its LUMO energy is 1.0 eV. For the strongest force on any atom, the calculation gives 4.5 eV/Å. As for the total energy: -269.51435 hartree. As for the energy above the lowest of the compared OMol25 structures with the same formula, charge and spin: 2.192 eV. Its structure (SMILES) is C/C=C/O.O. The value obtained for the HOMO energy is -9.048 eV.

Structure (XYZ):
```
13
C3H8O2 | the OMol25 dataset | ωB97M-V/def2-TZVPD
C 1.456 -0.561 -1.329
C 0.274 -1.250 -2.098
C -0.704 -1.702 -1.408
O -1.793 -2.296 -2.066
H 1.705 -1.364 -0.534
H 2.274 -0.294 -2.041
H 1.028 0.391 -0.849
H 0.277 -1.299 -3.164
H -1.099 -1.624 -0.413
H -1.434 -2.847 -2.763
O -0.643 4.230 6.016
H -1.156 3.783 5.267
H -0.185 4.834 5.382
```

***

Repeat the second record exactly.
DFT (ωB97M-V/def2-TZVPD) results for a cluster of 2 separate species, C4H13NO2 in total.

Its LUMO energy is 0.7 eV. For the strongest force on any atom, the calculation gives 3.8 eV/Å. As for the total energy: -365.36855 hartree. As for the energy above the lowest of the compared OMol25 structures with the same formula, charge and spin: 2.012 eV. Its structure (SMILES) is CCNCCO.O. The value obtained for the HOMO energy is -8.914 eV.

Structure (XYZ):
```
20
C4H13NO2 | the OMol25 dataset | ωB97M-V/def2-TZVPD
C 0.753 -0.897 2.049
C 0.659 -1.965 0.979
N 0.497 -1.201 -0.327
C -0.825 -0.449 -0.309
C -1.117 0.069 -1.675
O -0.834 1.443 -1.964
H 1.708 -0.366 2.072
H -0.180 -0.355 2.129
H 0.780 -1.307 3.041
H 1.674 -2.419 0.875
H -0.137 -2.789 1.011
H 0.522 -1.805 -1.096
H -1.660 -1.034 0.132
H -0.539 0.498 0.404
H -2.195 0.041 -1.813
H -0.652 -0.575 -2.563
H -0.457 1.858 -1.152
O 0.677 2.417 0.943
H 1.580 2.095 0.800
H 0.519 3.144 0.356
```

***

> Which formula does entry 4 have?

C14H23NO10PS2

***

> Which of these has the lowest strongest force on any atom?

H22KrO11